Version w
This record from the Open Molecules 2025 dataset describes the ion C6H12NS with charge +1. The level of theory is ωB97M-V/def2-TZVPD.

Summary:
**Gap between HOMO and LUMO**: 7.53 eV

Structure (ORCA input):
```
! RIJCOSX wB97M-V def2-TZVPD def2/J DEFGRID3
* xyz 1 1
C 0.57 -0.84 0.37
C 1.70 -0.26 -0.07
C -0.78 1.21 -0.54
C 2.92 -1.15 0.06
C -1.40 2.20 0.33
C -1.65 -1.16 -0.35
N -0.72 -0.11 0.24
S 1.69 1.45 -0.46
H 0.55 -1.80 0.71
H -0.94 1.09 -1.59
H 3.26 -1.20 1.04
H 3.72 -0.93 -0.76
H 2.50 -2.12 -0.18
H -0.69 2.49 1.22
H -2.44 1.95 0.59
H -1.55 3.18 -0.35
H -2.68 -0.71 -0.18
H -1.40 -1.35 -1.47
H -1.60 -2.12 0.18
H -1.08 0.18 1.22
*
```

***

Version x
This record from the Open Molecules 2025 dataset describes the ion C6H12NS with charge +1. The level of theory is ωB97M-V/def2-TZVPD.

Summary:
**Gap between HOMO and LUMO**: 9.98 eV
**SMILES string**: CC[N@@H+]1C=CS[C@H]1C

Structure (ORCA input):
```
! RIJCOSX wB97M-V def2-TZVPD def2/J DEFGRID3
* xyz 1 1
C -1.56 1.12 -1.30
C -1.37 0.06 -0.24
N 0.01 -0.11 0.41
C 0.56 0.94 1.14
C 1.68 1.55 0.75
S 2.57 0.89 -0.58
C 1.42 -0.60 -0.51
C 2.09 -1.80 0.15
H -2.52 0.85 -1.66
H -1.47 2.13 -0.94
H -0.85 0.84 -2.10
H -1.49 -0.89 -0.82
H -2.17 0.10 0.66
H -0.20 -1.03 0.87
H 0.11 1.35 2.02
H 2.00 2.51 1.26
H 1.05 -1.02 -1.38
H 2.47 -1.71 1.22
H 3.02 -2.01 -0.38
H 1.45 -2.70 0.22
*
```

***

Stability, lowest: version w

***

Version w
This record from the Open Molecules 2025 dataset describes an isolated molecule of C5H8O3. The level of theory is ωB97M-V/def2-TZVPD.

Summary:
**Gap between HOMO and LUMO**: 10.55 eV
**SMILES string**: C[C@H](O)/C=C/C(=O)O

Structure (ORCA input):
```
! RIJCOSX wB97M-V def2-TZVPD def2/J DEFGRID3
* xyz 0 1
C -2.76 0.75 -0.70
C -1.84 -0.31 -0.18
O -2.40 -0.70 0.99
C -0.39 0.16 0.04
C 0.61 -0.43 -0.34
C 1.95 0.09 0.05
O 2.20 1.16 0.69
O 3.09 -0.53 -0.40
H -3.76 0.38 -0.82
H -2.67 1.74 -0.29
H -2.58 1.22 -1.90
H -1.34 -1.32 -0.75
H -1.84 -1.36 1.32
H -0.16 1.23 0.65
H 0.83 -1.42 -0.82
H 2.96 -1.47 -0.85
*
```

***

Version x
This record from the Open Molecules 2025 dataset describes a structure of composition C5H8O3. The level of theory is ωB97M-V/def2-TZVPD.

Summary:
**Gap between HOMO and LUMO**: 10.05 eV

Structure (ORCA input):
```
! RIJCOSX wB97M-V def2-TZVPD def2/J DEFGRID3
* xyz 0 1
C -1.90 -0.56 -0.03
C -0.35 -0.35 -0.25
C 0.67 -1.19 0.36
C 2.02 0.71 -0.08
C 1.10 1.62 0.07
H -1.57 1.39 -0.30
H -1.85 -1.17 0.97
H -2.41 -1.41 -0.78
H -0.36 -0.47 -1.37
H 0.45 -2.27 0.06
H 0.73 -1.04 1.45
H 3.09 0.94 -0.14
H 1.18 2.74 0.23
O -2.57 0.74 -0.05
O 2.03 -0.73 -0.28
O -0.26 1.04 0.14
*
```

***

Version y
This record from the Open Molecules 2025 dataset describes an isolated molecule of C5H8O3. The level of theory is ωB97M-V/def2-TZVPD.

Summary:
**Gap between HOMO and LUMO**: 11.22 eV
**SMILES string**: O=C1OCCCCO1

Structure (ORCA input):
```
! RIJCOSX wB97M-V def2-TZVPD def2/J DEFGRID3
* xyz 0 1
O -2.84 0.02 -0.51
C -1.79 -0.09 -0.03
O -1.20 0.76 0.89
C 0.00 1.43 0.47
C 0.58 0.82 -0.63
C 1.14 -0.71 -0.27
C 0.07 -1.44 0.48
O -1.20 -1.28 0.10
H -0.23 2.45 -0.03
H 0.79 1.69 1.33
H 1.37 1.45 -1.39
H -0.20 0.73 -1.34
H 1.02 -1.17 -1.25
H 2.13 -0.90 0.20
H -0.05 -2.45 0.32
H 0.42 -1.30 1.66
*
```

***

Stability, lowest: version x

***

Version w
This record from the Open Molecules 2025 dataset describes a structure of composition H8LiO4. The level of theory is ωB97M-V/def2-TZVPD.

Summary:
**Gap between HOMO and LUMO**: 12.91 eV

Structure (ORCA input):
```
! RIJCOSX wB97M-V def2-TZVPD def2/J DEFGRID3
* xyz 1 1
Li 0.09 0.03 -0.02
O -0.69 -0.55 -1.03
H -1.54 -0.85 -0.70
H -0.81 -0.49 -1.98
O 1.14 0.44 -0.83
H 1.14 1.20 -1.40
H 1.78 -0.15 -1.22
O -0.26 1.11 0.97
H -0.07 1.93 0.51
H -0.75 1.38 1.75
O 0.02 -0.99 1.17
H 0.40 -1.32 1.98
H -0.44 -1.75 0.80
*
```

***

Version x
This record from the Open Molecules 2025 dataset describes a structure of composition H8LiO4. The level of theory is ωB97M-V/def2-TZVPD.

Summary:
**Gap between HOMO and LUMO**: 12.56 eV

Structure (ORCA input):
```
! RIJCOSX wB97M-V def2-TZVPD def2/J DEFGRID3
* xyz 1 1
Li 0.14 0.18 -0.12
O -0.63 -0.45 1.72
H -1.51 -0.82 2.02
H 0.04 -0.91 2.15
O 1.38 1.89 -0.61
H 1.62 2.08 -1.58
H 2.25 1.85 -0.22
O -1.88 0.87 -0.72
H -2.12 0.03 -1.01
H -2.71 1.42 -0.60
O 1.13 -1.62 -0.43
H 1.72 -2.13 -0.02
H 0.57 -2.38 -0.58
*
```

***

Stability, lowest: version w

***

Version w
This record from the Open Molecules 2025 dataset describes the ion C2FIO5S with charge -2. The level of theory is ωB97M-V/def2-TZVPD.

Summary:
**Gap between HOMO and LUMO**: 6.23 eV
**SMILES string**: O=C([O-])[C@](F)(I)S(=O)(=O)[O-]

Structure (ORCA input):
```
! RIJCOSX wB97M-V def2-TZVPD def2/J DEFGRID3
* xyz -2 1
O -1.94 0.46 -1.27
C -1.56 0.19 -0.17
O -2.24 -0.22 0.82
C -0.08 0.54 0.11
F 0.30 1.36 1.18
I 0.51 2.04 -1.68
S 1.09 -0.86 0.23
O 0.64 -1.83 -0.82
O 2.41 -0.28 0.05
O 0.86 -1.39 1.53
*
```

***

Version x
This record from the Open Molecules 2025 dataset describes a structure of composition C2FIO5S. The level of theory is ωB97M-V/def2-TZVPD.

Summary:
**Gap between HOMO and LUMO**: 6.95 eV

Structure (ORCA input):
```
! RIJCOSX wB97M-V def2-TZVPD def2/J DEFGRID3
* xyz -2 1
C 0.41 -1.57 -0.20
C -0.09 -0.23 0.46
O 0.61 -1.45 -1.40
O 0.01 1.33 -1.70
O 0.55 -2.55 0.53
O -0.62 2.21 0.56
O 1.70 1.55 -0.01
F 0.11 -0.14 1.84
S 0.28 1.40 -0.26
I -2.96 -0.55 0.19
*
```

***

Stability, lowest: version x

***

Version w
This record from the Open Molecules 2025 dataset describes a cluster of 2 separate species, C4H7NO in total. The level of theory is ωB97M-V/def2-TZVPD.

Summary:
**Gap between HOMO and LUMO (alpha / beta)**: 7.22 / 6.65 eV

Structure (ORCA input):
```
! RIJCOSX wB97M-V def2-TZVPD def2/J DEFGRID3
* xyz 0 3
C 1.57 0.50 0.27
C -2.15 0.84 -0.10
C 0.86 -0.56 0.50
C 0.29 -1.39 -0.52
N 2.38 1.43 0.26
O -2.90 -0.04 0.14
H -1.15 0.77 0.50
H -2.30 1.63 -0.84
H 0.85 -0.70 1.54
H 0.22 -0.85 -1.46
H -0.62 -1.67 -0.13
H 1.01 -2.27 -0.61
H 1.94 2.31 0.45
*
```

***

Version x
This record from the Open Molecules 2025 dataset describes a cluster of 2 separate species, C4H7NO in total. The level of theory is ωB97M-V/def2-TZVPD.

Summary:
**Gap between HOMO and LUMO (alpha / beta)**: 5.12 / 10.02 eV

Structure (ORCA input):
```
! RIJCOSX wB97M-V def2-TZVPD def2/J DEFGRID3
* xyz 0 3
C 1.37 -0.10 1.44
C -2.70 -1.30 -0.91
C 0.61 0.37 0.49
C 0.84 0.63 -1.03
N -2.00 -0.86 -0.17
O -0.54 0.94 0.89
H 1.10 -0.25 2.45
H 2.25 -0.53 1.07
H -3.24 -1.65 -1.78
H -0.32 1.00 1.70
H 0.81 -0.44 -1.41
H 0.00 1.21 -1.39
H 1.81 0.98 -1.34
*
```

***

Stability, lowest: version x

***

Version w
This record from the Open Molecules 2025 dataset describes the ion C7H12 with charge -1. The level of theory is ωB97M-V/def2-TZVPD.

Summary:
**Gap between HOMO and LUMO (alpha / beta)**: 3.80 / 7.21 eV

Structure (ORCA input):
```
! RIJCOSX wB97M-V def2-TZVPD def2/J DEFGRID3
* xyz -1 2
C 1.53 -1.79 -0.73
C 0.48 -1.04 -1.56
C -0.53 -0.36 -0.65
C -1.84 -0.74 -0.73
C 0.31 2.25 2.08
C -0.39 1.11 1.40
C 0.00 0.74 0.13
H 1.20 -2.65 -0.15
H 1.84 -1.09 0.04
H 2.43 -2.00 -1.32
H 1.00 -0.31 -2.18
H 0.02 -1.69 -2.31
H -2.23 -1.44 -1.47
H -2.60 -0.41 -0.02
H 0.37 3.10 1.38
H -0.18 2.78 2.90
H 1.33 1.98 2.37
H -0.97 0.44 2.02
H 0.56 1.41 -0.53
*
```

***

Version x
This record from the Open Molecules 2025 dataset describes the ion C7H12 with charge -1. The level of theory is ωB97M-V/def2-TZVPD.

Summary:
**Gap between HOMO and LUMO (alpha / beta)**: 2.58 / 9.38 eV

Structure (ORCA input):
```
! RIJCOSX wB97M-V def2-TZVPD def2/J DEFGRID3
* xyz -1 2
C -2.39 1.08 -0.90
C -1.31 0.52 0.10
C -0.17 -0.16 -0.67
C -0.08 -0.24 -2.00
C 1.02 -0.67 0.04
C 1.03 -0.49 1.50
C 2.26 -0.26 2.10
H -1.91 1.82 -1.67
H -2.87 0.21 -1.36
H -3.06 1.73 -0.46
H -1.85 -0.30 0.69
H -1.08 1.32 0.74
H 0.63 -0.78 -2.47
H -0.85 0.21 -2.72
H 1.93 -0.26 -0.51
H 1.23 -1.78 -0.01
H 0.09 -0.75 2.02
H 2.32 -0.12 3.16
H 3.20 0.02 1.51
*
```

***

Stability, lowest: version x

***

Version w
This record from the Open Molecules 2025 dataset describes a cluster of 4 separate species, C3H14O3S in total. The level of theory is ωB97M-V/def2-TZVPD.

Summary:
**Gap between HOMO and LUMO**: 9.03 eV
**SMILES string**: CCSC.O.O.O

Structure (ORCA input):
```
! RIJCOSX wB97M-V def2-TZVPD def2/J DEFGRID3
* xyz 0 1
C 0.93 -1.52 -1.09
C 0.10 -0.61 -0.23
S 0.62 -0.77 1.54
C -0.41 0.42 2.35
H 0.80 -1.22 -2.15
H 1.98 -1.32 -0.88
H 0.75 -2.57 -0.88
H 0.44 0.41 -0.42
H -1.00 -0.74 -0.27
H -1.34 -0.01 2.71
H -0.54 1.36 1.80
H 0.18 0.76 3.24
O -2.04 -3.29 2.04
H -1.46 -2.52 2.06
H -1.65 -3.90 1.40
O -1.69 3.91 -1.05
H -1.77 4.42 -1.87
H -1.26 4.57 -0.48
O 2.68 0.61 -2.51
H 2.88 1.54 -2.43
H 1.81 0.44 -2.87
*
```

***

Version x
This record from the Open Molecules 2025 dataset describes a cluster of 4 separate species, C3H14O3S in total. The level of theory is ωB97M-V/def2-TZVPD.

Summary:
**Gap between HOMO and LUMO**: 8.92 eV
**SMILES string**: CCSC.O.O.O

Structure (ORCA input):
```
! RIJCOSX wB97M-V def2-TZVPD def2/J DEFGRID3
* xyz 0 1
C 0.88 -2.12 0.73
C 0.43 -0.55 0.66
S 0.61 -0.19 -1.14
C 0.98 1.61 -1.06
H 0.48 -2.46 1.74
H 0.26 -2.70 0.03
H 2.00 -2.08 0.74
H -0.66 -0.43 0.89
H 1.10 0.10 1.21
H 1.87 1.75 -0.51
H 0.09 2.02 -0.54
H 1.11 1.97 -2.12
O 4.02 -0.83 -1.08
H 3.12 -0.57 -1.32
H 4.59 -0.04 -1.02
O -3.75 1.14 2.20
H -3.50 0.97 3.14
H -3.76 0.22 1.87
O -2.98 0.73 -1.17
H -3.08 1.24 -2.05
H -3.81 0.24 -1.21
*
```

***

Stability, lowest: version x

***

Version w
This record from the Open Molecules 2025 dataset describes the ion C6H13N4 with charge +1. The level of theory is ωB97M-V/def2-TZVPD.

Summary:
**Gap between HOMO and LUMO**: 8.43 eV

Structure (ORCA input):
```
! RIJCOSX wB97M-V def2-TZVPD def2/J DEFGRID3
* xyz 1 1
C -0.30 2.59 -0.28
C -0.49 -2.20 -0.26
C 0.72 -1.60 -1.05
C -0.49 -1.71 1.18
C 0.64 0.39 0.73
C 0.98 -0.07 -0.62
N -0.13 1.98 -1.34
N 0.28 0.80 -1.74
N -0.59 3.62 0.48
N -0.66 -0.24 1.18
H -1.40 -1.85 -0.64
H -0.54 -3.29 -0.20
H 1.58 -2.19 -0.69
H 0.58 -1.54 -2.19
H -1.16 -2.19 1.79
H 0.49 -1.86 1.44
H 1.30 0.24 1.51
H 2.04 0.12 -0.85
H 0.63 0.87 -2.68
H 0.16 4.21 0.76
H -1.47 3.71 0.75
H -1.49 -0.07 0.63
H -0.69 0.29 2.11
*
```

***

Version x
This record from the Open Molecules 2025 dataset describes the ion C6H13N4 with charge +1. The level of theory is ωB97M-V/def2-TZVPD.

Summary:
**Gap between HOMO and LUMO**: 9.64 eV
**SMILES string**: CC[C@]1(N)NC=CC(=[NH2+])N1

Structure (ORCA input):
```
! RIJCOSX wB97M-V def2-TZVPD def2/J DEFGRID3
* xyz 1 1
C -0.94 0.63 2.16
C -1.23 -0.73 1.40
C -0.33 -0.98 0.12
N -0.59 -2.15 -0.53
N 1.05 -0.94 0.45
C 2.02 -0.32 -0.25
C 1.74 0.58 -1.24
C 0.41 1.03 -1.37
N 0.23 2.16 -2.03
N -0.57 0.36 -0.84
H -1.25 0.55 3.16
H -1.45 1.48 1.69
H 0.19 0.76 2.23
H -2.28 -0.84 1.15
H -1.13 -1.59 2.11
H 0.22 -2.29 -1.16
H -1.43 -2.42 -1.20
H 1.15 -1.73 1.18
H 3.07 -0.41 0.10
H 2.43 0.75 -2.00
H 1.00 2.67 -2.50
H -0.72 2.62 -1.89
H -1.58 0.81 -0.75
*
```

***

Stability, lowest: version w

***

Version w
This record from the Open Molecules 2025 dataset describes a cluster of 2 separate species, CH3IS in total. The level of theory is ωB97M-V/def2-TZVPD.

Summary:
**Gap between HOMO and LUMO (alpha / beta)**: 8.44 / 5.20 eV

Structure (ORCA input):
```
! RIJCOSX wB97M-V def2-TZVPD def2/J DEFGRID3
* xyz 0 1
C -0.45 0.08 -0.53
S 0.27 -1.44 -0.85
I 1.14 2.02 1.77
H -0.66 0.87 -1.31
H -0.41 0.54 0.49
H 0.12 -2.06 0.43
*
```

***

Version x
This record from the Open Molecules 2025 dataset describes a cluster of 2 separate species, CH3IS in total. The level of theory is ωB97M-V/def2-TZVPD.

Summary:
**Gap between HOMO and LUMO (alpha / beta)**: 8.75 / 7.68 eV

Structure (ORCA input):
```
! RIJCOSX wB97M-V def2-TZVPD def2/J DEFGRID3
* xyz 0 1
C -0.20 0.00 -0.44
S 0.75 -1.36 0.11
I -2.23 0.10 0.09
H 0.94 1.98 0.30
H 0.13 0.34 -1.44
H 0.60 -1.05 1.37
*
```

***

Stability, lowest: version x

***

Version w
This record from the Open Molecules 2025 dataset describes a cluster of 2 separate species, C9H15NOS in total. The level of theory is ωB97M-V/def2-TZVPD.

Summary:
**Gap between HOMO and LUMO (alpha / beta)**: 9.03 / 5.45 eV

Structure (ORCA input):
```
! RIJCOSX wB97M-V def2-TZVPD def2/J DEFGRID3
* xyz 0 1
C 2.41 -1.47 2.57
C 1.91 -0.53 1.77
C -1.08 0.21 -0.16
C 2.60 1.56 0.08
C 1.67 -2.79 2.54
C -2.01 1.24 0.48
C -1.10 1.53 -2.23
C -0.05 -0.74 -2.25
C -0.75 0.32 -1.49
N 2.03 1.75 -0.94
O -0.71 -0.83 0.50
S 2.84 1.04 1.62
H 3.30 -1.38 3.09
H 0.95 -0.67 1.22
H 2.05 -3.52 1.84
H 1.67 -3.15 3.57
H 0.71 -2.66 2.14
H -2.86 1.05 -0.10
H -1.51 2.29 0.31
H -2.00 0.97 1.55
H -0.65 2.42 -1.72
H -2.15 1.82 -2.25
H -0.79 1.45 -3.26
H 0.32 -1.51 -1.53
H 0.90 -0.32 -2.79
H -0.80 -1.18 -2.94
H 2.50 2.12 -1.77
*
```

***

Version x
This record from the Open Molecules 2025 dataset describes a structure of composition C9H15NOS. The level of theory is ωB97M-V/def2-TZVPD.

Summary:
**Gap between HOMO and LUMO**: 9.74 eV

Structure (ORCA input):
```
! RIJCOSX wB97M-V def2-TZVPD def2/J DEFGRID3
* xyz 0 1
C 2.80 0.95 1.00
C 4.08 1.03 0.54
C 2.13 -0.07 0.30
C 0.38 -2.15 0.24
C -0.38 -0.15 -1.85
C -0.29 1.67 -0.14
C -2.07 -0.08 0.00
C 0.28 -0.68 0.53
C -0.60 0.18 -0.38
N 2.81 -0.73 -0.59
O 0.00 -0.39 1.86
S 4.35 -0.15 -0.68
H 2.36 1.57 1.75
H 4.87 1.69 0.83
H -0.60 -2.62 0.39
H 1.10 -2.62 0.91
H 0.71 -2.32 -0.78
H -0.86 0.61 -2.47
H -0.82 -1.11 -2.11
H 0.68 -0.18 -2.09
H -1.04 2.29 -0.63
H 0.68 1.92 -0.56
H -0.28 1.89 0.92
H -2.72 0.54 -0.61
H -2.33 -1.13 -0.17
H -2.23 0.15 1.05
H 0.42 -1.05 2.42
*
```

***

Stability, lowest: version w